[1]
C32H40N3O4P2Pr | wB97M-V/def2-TZVPD

Kohn-Sham gap (spin up / spin down) (eV): 6.410 / 6.421
Molar mass (g mol⁻¹): 733.5
Calculated total energy (hartree): -2908.28623
Spin multiplicity: 3
Lowest unoccupied orbital energy (spin up / spin down) (eV): 0.183 / 0.193
Net charge: 0

Cartesian coordinates (Å):
C: -4.507 -1.715 -1.668
C: -3.487 -0.754 -1.399
N: -2.726 -0.858 -0.217
C: -2.766 -2.057 0.430
C: -3.581 -3.120 0.025
C: -4.493 -2.937 -1.030
C: -3.257 0.213 -2.424
P: -1.988 1.564 -2.307
Pr: -0.688 0.814 0.128
P: -1.295 -0.831 2.573
C: -1.790 -2.311 1.612
C: -0.096 3.220 0.961
C: 0.887 3.778 0.147
C: 1.630 4.886 0.643
C: 1.330 5.417 1.902
C: 0.280 4.891 2.661
C: -0.462 3.797 2.160
O: -6.467 1.949 -1.067
O: -3.754 4.471 0.018
H: -5.191 -1.511 -2.479
H: -3.489 -4.068 0.548
H: -5.129 -3.743 -1.325
C: -1.224 0.847 -3.800
C: -2.666 3.196 -2.816
H: -2.267 -3.025 2.300
H: -0.884 -2.807 1.205
H: -5.572 1.675 -1.318
H: -4.257 0.459 -2.944
C: 0.217 -1.479 3.373
C: -2.503 -0.881 3.946
H: 1.103 3.378 -0.851
H: 2.444 5.306 0.045
H: 1.925 6.241 2.301
H: 0.033 5.315 3.643
H: -1.306 3.407 2.741
H: -2.144 1.216 1.758
H: -3.914 4.661 0.983
H: -4.203 3.598 -0.079
H: -6.628 1.370 -0.261
H: -2.222 1.273 2.504
H: -1.933 1.005 -4.623
H: -0.245 1.302 -3.972
H: -1.138 -0.233 -3.611
H: -3.302 3.141 -3.712
H: -3.204 3.673 -1.976
H: -1.799 3.848 -3.020
H: -2.321 -1.756 4.586
H: -2.401 0.031 4.551
H: -3.527 -0.924 3.551
H: -0.051 -2.153 4.200
H: 0.845 -2.013 2.647
H: 0.796 -0.630 3.763
O: -0.321 -2.509 -2.455
C: 0.579 -2.032 -1.759
N: 1.850 -2.505 -1.508
C: 2.641 -1.613 -0.685
C: 1.567 -0.585 -0.340
O: 1.608 0.312 0.566
N: 0.435 -0.851 -1.022
C: 3.079 -2.248 0.618
C: 3.843 -1.521 1.531
C: 4.241 -2.106 2.725
C: 3.854 -3.413 3.028
C: 3.076 -4.139 2.119
C: 2.688 -3.552 0.905
C: 3.761 -0.978 -1.500
C: 5.098 -1.363 -1.327
C: 6.083 -0.891 -2.197
C: 5.743 -0.059 -3.262
C: 4.409 0.317 -3.451
C: 3.421 -0.130 -2.559
H: 2.233 -3.222 -2.103
H: 4.148 -0.506 1.283
H: 4.855 -1.548 3.427
H: 4.156 -3.890 3.969
H: 2.760 -5.172 2.327
H: 2.096 -4.120 0.169
H: 5.365 -2.050 -0.521
H: 7.120 -1.187 -2.034
H: 6.510 0.297 -3.951
H: 4.116 0.957 -4.287
H: 2.372 0.166 -2.711

Force components x, y, z for each atom (eV/Å):
C -0.07 -1.38 0.50
C 0.57 1.18 -0.24
N 0.07 -0.36 -0.54
C -0.23 -0.81 -0.15
C 0.94 0.56 0.84
C 0.47 1.56 -0.11
C -2.38 1.36 2.04
P -1.62 -1.63 -1.15
Pr -0.67 1.49 1.09
P 1.21 -1.96 -0.17
C -0.75 -0.44 -0.75
C -1.24 -1.97 -1.49
C 0.75 1.36 1.28
C -0.39 -0.66 -0.55
C 0.01 -0.14 -0.01
C -0.48 -0.34 -0.06
C 0.93 1.18 0.79
O 0.11 -1.16 1.70
O -0.88 -0.88 1.62
H 0.03 -0.06 -0.11
H -0.12 0.14 -0.08
H -0.47 -0.25 -0.14
C 0.78 0.51 -0.14
C 0.11 0.18 0.21
H 0.19 0.01 -0.23
H -0.31 0.36 0.20
H -0.05 -0.04 -0.24
H 1.83 -0.35 0.18
C 0.13 0.04 0.47
C -0.16 0.44 0.05
H 0.12 0.05 0.27
H -0.26 -0.02 0.22
H -0.18 -0.20 -0.15
H 0.15 -0.07 -0.43
H 0.35 0.13 -0.06
H -1.25 1.01 1.03
H 0.40 -0.08 -1.48
H 0.33 0.95 -0.04
H 0.12 1.08 -1.50
H -0.31 0.78 -0.79
H 0.39 -0.04 0.04
H 0.05 -0.08 -0.53
H 0.12 0.46 -0.07
H 0.19 -0.09 0.31
H 0.24 -0.30 -0.53
H -0.31 -0.21 -0.03
H -0.05 0.23 -0.25
H -0.10 -0.24 -0.02
H 0.25 0.04 0.07
H 0.26 0.08 -0.22
H -0.15 0.17 0.14
H -0.07 -0.32 -0.01
O 2.04 0.50 1.09
C -1.42 -0.32 -0.90
N -0.59 -0.27 -0.52
C 0.25 0.26 0.16
C -0.94 -0.09 0.57
O 0.55 -1.08 -1.41
N 1.05 0.02 0.05
C 0.01 -0.36 0.00
C 0.10 -0.03 0.03
C -0.10 -0.12 0.09
C -0.22 -0.50 -0.03
C -0.10 0.03 -0.14
C 0.11 -0.37 0.29
C 0.53 -0.15 -0.35
C -0.20 0.08 -0.14
C -0.09 0.01 0.07
C -0.22 0.05 -0.01
C -0.31 -0.13 0.43
C 0.35 0.16 -0.32
H 0.16 0.11 0.04
H -0.10 -0.19 0.12
H -0.13 -0.07 -0.13
H -0.09 0.32 -0.44
H 0.26 0.59 0.01
H 0.34 0.35 0.57
H -0.06 0.28 -0.28
H -0.29 0.08 -0.11
H -0.21 -0.12 0.21
H 0.18 -0.18 0.28
H 0.50 -0.15 0.01

The Löwdin scheme yields these atomic charges, measured in e: number 1, C, carries -0.062; number 2, C, carries -0.370; number 3, N, carries -0.003; number 4, C, carries -0.332; number 5, C, carries -0.076; number 6, C, carries -0.073; number 7, C, carries -0.285; number 8, P, carries 0.779; number 9, Pr, carries 0.912; number 10, P, carries 0.811; number 11, C, carries -0.283; number 12, C, carries -0.290; number 13, C, carries -0.151; number 14, C, carries -0.096; number 15, C, carries -0.120; number 16, C, carries -0.105; number 17, C, carries -0.168; number 18, O, carries -0.086; number 19, O, carries -0.096; number 20, H, carries 0.102; number 21, H, carries 0.097; number 22, H, carries 0.095; number 23, C, carries -0.288; number 24, C, carries -0.252; number 25, H, carries 0.089; number 26, H, carries 0.096; number 27, H, carries -0.006; number 28, H, carries 0.082; number 29, C, carries -0.248; number 30, C, carries -0.254; number 31, H, carries 0.083; number 32, H, carries 0.093; number 33, H, carries 0.094; number 34, H, carries 0.094; number 35, H, carries 0.062; number 36, H, carries -0.023; number 37, H, carries 0.068; number 38, H, carries 0.029; number 39, H, carries 0.071; number 40, H, carries 0.076; number 41, H, carries 0.053; number 42, H, carries 0.028; number 43, H, carries 0.031; number 44, H, carries 0.051; number 45, H, carries 0.009; number 46, H, carries 0.048; number 47, H, carries 0.050; number 48, H, carries 0.045; number 49, H, carries 0.058; number 50, H, carries 0.048; number 51, H, carries 0.029; number 52, H, carries 0.052; number 53, O, carries 0.069; number 54, C, carries -0.489; number 55, N, carries 0.156; number 56, C, carries -0.279; number 57, C, carries -0.412; number 58, O, carries -0.079; number 59, N, carries 0.017; number 60, C, carries -0.177; number 61, C, carries -0.039; number 62, C, carries -0.068; number 63, C, carries -0.088; number 64, C, carries -0.077; number 65, C, carries -0.029; number 66, C, carries -0.131; number 67, C, carries -0.021; number 68, C, carries -0.073; number 69, C, carries -0.085; number 70, C, carries -0.062; number 71, C, carries -0.009; number 72, H, carries 0.169; number 73, H, carries 0.132; number 74, H, carries 0.108; number 75, H, carries 0.107; number 76, H, carries 0.109; number 77, H, carries 0.119; number 78, H, carries 0.118; number 79, H, carries 0.107; number 80, H, carries 0.105; number 81, H, carries 0.107; number 82, H, carries 0.121

---

[2]
C17H23NO4 | wB97M-V/def2-TZVPD

Kohn-Sham gap (eV): 9.582
Energy relative to the best compared isomer or geometry (same formula, charge and spin) (eV): 2.000
Molar mass (g mol⁻¹): 305.4
Calculated total energy (hartree): -1017.30938
Lowest unoccupied orbital energy (eV): 0.672
Net charge: 0
SMILES: CCO[C@H]1OC(C(N)=O)=C[C@@H](c2ccccc2)[C@@H]1CCCO

Cartesian coordinates (Å):
C: -0.810 2.559 -1.819
C: -1.162 1.169 -2.341
O: -0.540 0.128 -1.622
C: -1.062 -0.179 -0.356
O: -1.341 -1.557 -0.315
C: -0.233 -2.365 -0.177
C: -0.476 -3.807 -0.477
N: -1.727 -4.074 -0.908
O: 0.381 -4.656 -0.338
C: 0.967 -1.932 0.209
C: 1.243 -0.505 0.553
C: 2.092 0.200 -0.487
C: 2.628 1.447 -0.184
C: 3.380 2.138 -1.116
C: 3.612 1.587 -2.364
C: 3.093 0.341 -2.669
C: 2.338 -0.349 -1.736
C: -0.095 0.234 0.769
C: -0.689 -0.076 2.148
C: -1.842 0.853 2.531
C: -2.330 0.606 3.963
O: -3.019 -0.610 4.115
H: -1.203 3.312 -2.497
H: -1.235 2.725 -0.832
H: 0.271 2.663 -1.760
H: -0.790 1.051 -3.361
H: -2.254 1.031 -2.342
H: -2.041 0.305 -0.224
H: -2.388 -3.327 -1.025
H: -1.976 -5.017 -1.150
H: 1.769 -2.649 0.276
H: 1.803 -0.479 1.497
H: 2.457 1.881 0.792
H: 3.787 3.108 -0.866
H: 4.198 2.127 -3.094
H: 3.274 -0.096 -3.640
H: 1.927 -1.315 -1.984
H: 0.072 1.311 0.683
H: 0.101 0.029 2.896
H: -1.024 -1.116 2.159
H: -1.513 1.891 2.455
H: -2.688 0.710 1.857
H: -3.048 1.378 4.246
H: -1.477 0.655 4.657
H: -2.431 -1.334 3.874

Force components x, y, z for each atom (eV/Å):
C -0.02 -0.43 -0.08
C -0.09 0.35 -0.14
O 0.04 -0.31 0.42
C -0.17 0.77 0.01
O 0.13 -0.41 0.07
C 0.50 0.36 0.24
C -0.13 -0.16 -0.04
N -0.33 0.02 -0.11
O 0.18 -0.02 0.03
C -0.31 -0.09 0.03
C -0.21 0.23 -0.14
C 0.23 -0.05 0.04
C 0.00 -0.10 -0.02
C 0.03 0.13 0.02
C 0.04 0.08 -0.08
C 0.02 -0.04 -0.08
C 0.12 0.04 0.07
C -0.05 -0.39 -0.03
C -0.15 0.28 -0.17
C 0.04 -0.30 0.36
C 0.15 0.48 -0.24
O -0.12 -0.50 -0.05
H -0.06 0.13 -0.05
H -0.04 0.08 0.11
H 0.12 0.05 0.02
H -0.15 0.04 0.04
H 0.09 -0.05 -0.06
H 0.16 -0.08 -0.06
H -0.01 -0.04 -0.02
H 0.08 0.04 0.04
H -0.01 -0.20 -0.05
H -0.10 0.00 -0.06
H -0.03 0.04 0.12
H 0.04 0.07 0.02
H 0.05 0.03 -0.06
H 0.02 -0.04 -0.08
H -0.06 -0.08 -0.05
H -0.03 -0.04 -0.02
H 0.03 -0.05 0.01
H 0.06 -0.06 0.06
H 0.01 0.09 -0.04
H -0.08 0.08 -0.02
H 0.12 -0.02 0.02
H -0.07 0.08 -0.05
H -0.06 0.02 0.05

The Löwdin scheme yields these atomic charges, measured in e: number 1, C, carries -0.055; number 2, C, carries -0.235; number 3, O, carries -0.070; number 4, C, carries -0.306; number 5, O, carries 0.021; number 6, C, carries -0.172; number 7, C, carries -0.487; number 8, N, carries 0.185; number 9, O, carries 0.063; number 10, C, carries 0.035; number 11, C, carries -0.202; number 12, C, carries -0.188; number 13, C, carries -0.050; number 14, C, carries -0.091; number 15, C, carries -0.097; number 16, C, carries -0.074; number 17, C, carries -0.031; number 18, C, carries -0.189; number 19, C, carries -0.145; number 20, C, carries -0.173; number 21, C, carries -0.280; number 22, O, carries -0.058; number 23, H, carries 0.077; number 24, H, carries 0.069; number 25, H, carries 0.071; number 26, H, carries 0.125; number 27, H, carries 0.122; number 28, H, carries 0.160; number 29, H, carries 0.101; number 30, H, carries 0.117; number 31, H, carries 0.136; number 32, H, carries 0.154; number 33, H, carries 0.116; number 34, H, carries 0.101; number 35, H, carries 0.099; number 36, H, carries 0.103; number 37, H, carries 0.116; number 38, H, carries 0.139; number 39, H, carries 0.126; number 40, H, carries 0.120; number 41, H, carries 0.118; number 42, H, carries 0.114; number 43, H, carries 0.117; number 44, H, carries 0.118; number 45, H, carries 0.079

---

[3]
C3H9OPS | wB97M-V/def2-TZVPD

Kohn-Sham gap (eV): 7.756
Energy relative to the best compared isomer or geometry (same formula, charge and spin) (eV): 4.309
Molar mass (g mol⁻¹): 124.1
Calculated total energy (hartree): -934.37989
Lowest unoccupied orbital energy (eV): -0.903
Net charge: 0

Cartesian coordinates (Å):
C: 1.960 1.714 0.154
C: -0.783 -0.954 -1.642
C: -0.904 -1.038 1.439
O: 1.474 0.503 -0.194
P: -0.925 0.025 -0.128
S: -2.260 1.375 0.107
H: 3.064 1.614 -0.221
H: 1.968 1.814 1.304
H: 1.235 2.468 -0.267
H: -0.003 -0.438 -2.261
H: -0.548 -1.923 -1.433
H: -1.873 -1.063 -2.111
H: -0.482 -0.564 2.362
H: -1.763 -1.649 1.632
H: -0.160 -1.884 1.261

Force components x, y, z for each atom (eV/Å):
C 0.22 0.31 1.31
C -2.52 2.66 -1.54
C 3.05 -1.25 -0.76
O -3.59 -3.05 -0.64
P 2.02 -0.14 2.36
S 0.41 0.21 -0.60
H -1.74 1.26 0.46
H 0.27 0.35 -1.38
H 1.56 0.31 0.20
H -0.97 -0.62 0.29
H 1.24 -2.60 0.78
H 2.39 0.82 0.68
H -0.80 0.14 -1.07
H -1.15 0.50 -0.01
H -0.39 1.13 -0.09

The Löwdin scheme yields these atomic charges, measured in e: number 1, C, carries -0.316; number 2, C, carries -0.259; number 3, C, carries -0.272; number 4, O, carries -0.373; number 5, P, carries 0.426; number 6, S, carries 0.237; number 7, H, carries 0.109; number 8, H, carries 0.075; number 9, H, carries 0.069; number 10, H, carries 0.067; number 11, H, carries -0.007; number 12, H, carries 0.105; number 13, H, carries 0.061; number 14, H, carries 0.022; number 15, H, carries 0.055

---

- Among the records above, which one has the highest calculated total energy?
  C3H9OPS